Below is one molecule with the formula C3H4N4S in a non-equilibrium geometry, with properties calculated with wB97M-V/def2-TZVPD.

Each line ends with the Löwdin charge.
CARTESIAN COORDINATES (ANGSTROEM)
H: -3.100 0.692 -1.198  0.08
N: -2.052 0.473 -1.291  0.11
C: -1.520 0.102 -0.117  -0.23
N: -0.151 -0.169 -0.047  -0.13
N: 0.246 -1.142 0.949  0.00
N: 1.599 -0.982 1.078  0.04
C: 2.005 -0.032 0.305  -0.14
C: 0.879 0.676 -0.357  -0.73
S: 1.064 2.135 -1.251  0.55
H: -1.952 -0.049 0.999  0.16
H: -0.008 -2.130 0.626  0.18
H: 2.990 0.425 0.304  0.11

Charge   0
Structure (SMILES)   [H]/N=C/n1[nH]ncc1=S
HOMO energy   -8.5 eV
Energy   -19968.2801 eV
Energy above the lowest of the compared OMol25 structures with the same formula, charge and spin   227.1 kJ/mol

Below is an isolated ion of composition C3H4N5 and charge -1 in a non-equilibrium geometry, with properties calculated with wB97M-V/def2-TZVPD.

Each line ends with the Löwdin charge.
CARTESIAN COORDINATES (ANGSTROEM)
C: 0.970 -0.144 -0.047  -0.43
C: -0.548 -0.569 0.105  -0.39
C: -1.515 0.559 -0.096  -0.09
N: 2.608 1.165 0.058  -0.17
N: 1.290 1.151 0.119  -0.04
N: 2.055 -0.906 -0.198  -0.03
N: 3.058 -0.044 -0.135  -0.17
N: -0.833 -1.782 0.306  0.10
H: -1.291 1.369 0.594  0.06
H: -2.547 0.217 0.045  0.06
H: -1.405 0.946 -1.108  0.07
H: -1.841 -1.962 0.357  0.03

Charge   -1
HOMO energy   -4.9 eV
Energy   -10626.4749 eV
Energy above the lowest of the compared OMol25 structures with the same formula, charge and spin   0.0 kJ/mol

Below is a 2-piece molecular cluster, C3H4NO overall in a non-equilibrium geometry, with properties calculated with wB97M-V/def2-TZVPD.

Each line ends with the Löwdin charge.
CARTESIAN COORDINATES (ANGSTROEM)
C: -0.198 -0.227 0.344  -0.41
C: -1.425 -0.178 0.256  -0.14
C: 1.199 0.127 0.525  -0.25
N: -4.058 -0.407 0.237  -0.08
O: -4.365 -1.624 0.173  -0.22
H: 1.899 -0.204 -0.259  0.04
H: 1.342 1.117 0.734  0.01
H: 1.756 -0.538 1.230  0.05
H: -3.924 -0.093 -0.738  -0.01

Charge   -1
HOMO energy   -3.5 eV
Energy   -6708.0125 eV
Energy above the lowest of the compared OMol25 structures with the same formula, charge and spin   267.7 kJ/mol

Below is an isolated ion of composition C3H4NO and charge +1 in a non-equilibrium geometry, with properties calculated with wB97M-V/def2-TZVPD.

Each line ends with the Löwdin charge.
CARTESIAN COORDINATES (ANGSTROEM)
C: -0.258 0.951 0.003  0.18
N: -0.083 -0.318 -0.010  0.04
C: 1.128 -0.976 0.008  -0.05
C: 2.232 -0.241 0.001  -0.09
O: 3.095 0.496 -0.004  0.32
H: -1.260 1.351 -0.019  0.13
H: 0.568 1.647 0.041  0.12
H: -0.902 -0.930 -0.030  0.20
H: 1.145 -2.054 0.008  0.15

Charge   +1
Structure (SMILES)   C=[NH+]C=C=O
HOMO energy   -14.7 eV
Energy   -6704.2531 eV
Energy above the lowest of the compared OMol25 structures with the same formula, charge and spin   40.3 kJ/mol

The highest energy belongs to which entry?
number 4